Record 1
{"formula": "C20H43N3NbO2", "method": "ωB97M-V/def2-TZVPD", "species": ["C", "C", "C", "C", "C", "Nb", "O", "C", "C", "C", "O", "H", "H", "H", "H", "H", "H", "H", "H", "H", "H", "H", "H", "H", "H", "H", "H", "H", "H", "H", "H", "H", "H", "C", "C", "C", "C", "N", "H", "H", "H", "H", "H", "H", "H", "C", "C", "C", "C", "N", "H", "H", "H", "H", "H", "H", "H", "C", "C", "C", "C", "N", "H", "H", "H", "H", "H", "H", "H"], "positions_angstrom": [[3.239, -1.578, 5.543], [2.528, -2.190, 4.246], [0.949, -2.211, 4.429], [0.253, -0.844, 3.953], [-0.411, -0.970, 2.502], [0.256, 0.867, 1.271], [0.847, 2.387, -0.037], [2.237, 2.724, 0.060], [3.203, 1.713, -0.670], [3.288, 1.891, -2.249], [4.544, 1.989, -0.155], [4.348, -1.545, 5.347], [3.055, -2.277, 6.422], [2.856, -0.553, 5.817], [2.894, -3.267, 4.180], [2.850, -1.663, 3.290], [0.677, -2.334, 5.528], [0.533, -3.119, 3.882], [-0.560, -0.559, 4.688], [1.080, -0.065, 3.906], [0.047, -1.877, 1.982], [-1.537, -1.045, 2.513], [-0.207, -0.122, -0.201], [1.933, 0.170, 1.355], [0.659, 1.822, 2.777], [-1.437, 1.596, 1.396], [2.561, 2.885, 1.130], [2.366, 3.728, -0.472], [2.999, 0.626, -0.462], [4.240, 2.460, -2.497], [3.444, 0.851, -2.685], [2.371, 2.331, -2.731], [5.172, 1.399, -0.608], [5.760, -4.066, -1.672], [4.611, -3.239, -1.105], [4.322, -1.980, -1.923], [5.527, -1.094, -1.943], [6.463, -0.403, -1.957], [6.700, -3.509, -1.662], [5.911, -4.968, -1.074], [5.553, -4.372, -2.702], [4.848, -2.963, -0.073], [3.710, -3.857, -1.073], [3.485, -1.430, -1.486], [4.056, -2.241, -2.950], [-2.493, 1.131, -3.522], [-3.611, 0.094, -3.526], [-3.739, -0.644, -2.192], [-2.469, -1.369, -1.889], [-1.479, -1.930, -1.659], [-1.516, 0.669, -3.367], [-2.456, 1.653, -4.482], [-2.650, 1.875, -2.737], [-3.427, -0.624, -4.331], [-4.559, 0.592, -3.750], [-4.559, -1.365, -2.237], [-3.951, 0.059, -1.383], [-6.524, 3.682, -1.331], [-7.643, 2.647, -1.334], [-7.776, 1.909, 0.001], [-6.508, 1.180, 0.308], [-5.521, 0.615, 0.543], [-5.547, 3.219, -1.174], [-6.485, 4.203, -2.290], [-6.681, 4.427, -0.546], [-7.460, 1.928, -2.138], [-8.590, 3.146, -1.560], [-8.597, 1.190, -0.046], [-7.988, 2.613, 0.809]], "homo_ev": -4.3, "e_above_lowest_kcal_mol": 0.0, "e_tot_ha": -1159.313727, "orbital_gap_ev": 6.485, "max_force_ha_per_bohr": 0.04984, "charge": -1}

=====

Record 2
{"formula": "C20H43NO", "method": "ωB97M-V/def2-TZVPD", "species": ["C", "C", "C", "C", "C", "C", "C", "C", "C", "C", "O", "C", "H", "H", "H", "H", "H", "H", "H", "H", "H", "H", "H", "H", "H", "H", "H", "H", "H", "H", "H", "H", "H", "H", "H", "C", "C", "C", "C", "N", "C", "C", "C", "C", "C", "H", "H", "H", "H", "H", "H", "H", "H", "H", "H", "H", "H", "H", "H", "H", "H", "H", "H", "H", "H"], "positions_angstrom": [[-0.446, -0.824, 0.559], [-1.021, 0.675, 0.138], [-1.580, 0.715, -1.427], [-3.139, 0.135, -1.382], [-3.112, -1.417, -1.908], [-4.559, -2.186, -1.891], [-5.839, -1.254, -1.464], [-6.082, -1.140, 0.169], [-7.538, -0.514, 0.591], [-7.666, 1.113, 0.441], [-7.275, 1.653, -0.870], [-5.954, 2.336, -0.801], [0.451, -0.673, 1.309], [-0.023, -1.394, -0.401], [-0.118, 1.416, 0.291], [-1.840, 0.985, 0.930], [-0.910, 0.054, -2.144], [-1.675, 1.838, -1.815], [-3.510, 0.280, -0.281], [-3.781, 0.864, -2.073], [-2.360, -2.039, -1.257], [-2.730, -1.377, -3.038], [-4.751, -2.566, -2.999], [-4.509, -3.141, -1.215], [-5.836, -0.202, -2.011], [-6.807, -1.812, -1.884], [-6.075, -2.266, 0.565], [-5.222, -0.594, 0.745], [-8.383, -1.113, -0.002], [-7.713, -0.800, 1.737], [-8.809, 1.411, 0.598], [-7.034, 1.638, 1.291], [-5.227, 1.863, -0.008], [-5.487, 2.393, -1.890], [-6.167, 3.449, -0.479], [7.460, -1.681, 1.156], [7.167, -0.487, 2.050], [5.737, -0.396, 2.599], [4.555, -0.543, 1.630], [4.154, 0.698, 0.805], [5.236, 1.285, -0.097], [5.283, 0.342, -1.276], [3.823, 0.031, -1.541], [3.080, 0.253, -0.226], [3.582, 1.780, 1.711], [6.655, -1.918, 0.462], [8.352, -1.480, 0.553], [7.654, -2.575, 1.759], [7.439, 0.432, 1.529], [7.854, -0.530, 2.904], [5.642, 0.523, 3.188], [5.638, -1.214, 3.328], [3.665, -0.788, 2.224], [4.698, -1.375, 0.935], [4.894, 2.276, -0.423], [6.166, 1.412, 0.445], [5.832, -0.570, -1.034], [5.774, 0.795, -2.146], [3.695, -0.991, -1.911], [3.422, 0.703, -2.309], [2.576, -0.646, 0.143], [2.346, 1.062, -0.329], [4.367, 2.120, 2.391], [2.737, 1.357, 2.263], [3.242, 2.617, 1.094]], "homo_ev": -3.8, "e_tot_ha": -917.430374, "orbital_gap_ev": 3.637, "max_force_ha_per_bohr": 0.05178}

=====

Record 3
{"formula": "C20H43NO6S", "method": "ωB97M-V/def2-TZVPD", "species": ["C", "C", "C", "C", "C", "N", "C", "C", "C", "O", "S", "O", "O", "H", "H", "H", "H", "H", "H", "H", "H", "H", "H", "H", "H", "H", "C", "C", "O", "C", "C", "H", "H", "H", "H", "H", "H", "H", "H", "H", "H", "C", "C", "O", "C", "C", "H", "H", "H", "H", "H", "H", "H", "H", "H", "H", "C", "C", "O", "C", "C", "H", "H", "H", "H", "H", "H", "H", "H", "H", "H"], "positions_angstrom": [[-3.111, -1.966, 1.664], [-3.506, -0.739, 1.884], [-3.758, 0.860, 1.880], [-2.475, 1.650, 1.221], [-2.449, 1.290, -0.347], [-1.120, 1.461, -1.014], [-0.037, 0.643, -0.361], [-2.731, 3.221, 1.546], [-2.416, 3.400, 3.144], [-3.495, 2.934, 4.008], [-3.957, 1.354, 3.671], [-3.254, 0.298, 4.499], [-5.451, 1.207, 3.984], [-2.543, -2.973, 1.623], [-4.721, 1.080, 1.264], [-1.553, 1.316, 1.818], [-3.191, 2.022, -0.873], [-2.830, 0.213, -0.589], [-1.236, 1.018, -1.956], [-0.515, -0.186, 0.306], [0.517, 1.363, 0.367], [0.691, 0.150, -1.102], [-3.859, 3.439, 1.343], [-2.037, 3.933, 0.951], [-2.337, 4.547, 3.309], [-1.381, 2.962, 3.379], [2.805, -3.892, -3.293], [2.365, -2.694, -2.469], [1.664, -3.046, -1.283], [2.372, -3.846, -0.343], [3.640, -3.190, 0.176], [1.941, -4.508, -3.565], [3.306, -3.563, -4.208], [3.499, -4.531, -2.744], [1.679, -2.089, -3.069], [3.215, -2.048, -2.228], [2.583, -4.832, -0.770], [1.692, -4.015, 0.498], [4.361, -3.004, -0.623], [4.121, -3.830, 0.920], [3.409, -2.227, 0.639], [4.860, -1.339, 5.536], [4.298, -0.924, 4.187], [3.636, -1.978, 3.499], [2.514, -2.556, 4.157], [1.400, -1.563, 4.441], [5.558, -2.176, 5.419], [5.388, -0.503, 6.003], [4.076, -1.664, 6.222], [5.124, -0.604, 3.546], [3.633, -0.061, 4.286], [2.834, -3.064, 5.073], [2.129, -3.336, 3.491], [1.726, -0.763, 5.109], [0.552, -2.067, 4.911], [1.059, -1.095, 3.513], [-0.960, 4.239, -5.110], [-0.657, 2.750, -5.150], [-1.655, 1.951, -4.527], [-2.965, 2.033, -5.076], [-3.038, 1.618, -6.535], [-1.085, 4.576, -4.075], [-0.146, 4.806, -5.570], [-1.879, 4.483, -5.645], [0.273, 2.567, -4.607], [-0.487, 2.411, -6.177], [-3.373, 3.039, -4.931], [-3.594, 1.359, -4.486], [-2.433, 2.264, -7.175], [-4.070, 1.665, -6.893], [-2.670, 0.596, -6.661]], "homo_ev": -9.0, "e_tot_ha": -1691.922634, "orbital_gap_ev": 9.569, "max_force_ha_per_bohr": 0.15496}

=====

Record 4
{"formula": "C20H43O2P3Ru", "method": "ωB97M-V/def2-TZVPD", "species": ["Ru", "P", "P", "P", "H", "C", "C", "H", "C", "C", "C", "C", "C", "C", "C", "C", "C", "H", "H", "H", "H", "H", "H", "H", "H", "H", "H", "H", "H", "H", "H", "H", "H", "H", "H", "H", "H", "H", "H", "H", "H", "H", "H", "H", "H", "H", "C", "C", "C", "C", "C", "C", "O", "H", "H", "H", "H", "H", "H", "C", "C", "C", "O", "H", "H", "H", "H", "H", "H"], "positions_angstrom": [[0.016, -0.413, 0.015], [0.024, -0.410, 2.261], [2.025, -1.088, -0.763], [-1.171, -2.276, -0.387], [-0.734, 1.556, -1.783], [-1.222, 0.666, -1.370], [-1.745, 0.768, -0.022], [-1.640, 1.731, 0.498], [0.545, 1.152, 3.044], [1.220, -1.608, 2.928], [-1.587, -0.730, 3.056], [2.067, -0.828, -2.562], [3.356, -0.012, -0.150], [2.598, -2.776, -0.428], [-3.007, -2.220, -0.297], [-0.788, -3.707, 0.702], [-0.916, -2.864, -2.113], [-1.748, 0.040, -2.100], [-2.654, 0.209, 0.225], [-0.127, 1.971, 2.767], [1.561, 1.414, 2.721], [0.535, 1.051, 4.140], [2.236, -1.336, 2.608], [1.000, -2.623, 2.577], [1.175, -1.591, 4.024], [-2.294, 0.062, 2.778], [-1.468, -0.725, 4.147], [-2.008, -1.695, 2.750], [3.037, -1.168, -2.946], [1.946, 0.247, -2.759], [1.260, -1.374, -3.064], [4.322, -0.360, -0.539], [3.372, -0.015, 0.945], [3.148, 1.016, -0.483], [3.618, -2.876, -0.825], [1.947, -3.518, -0.905], [2.617, -2.955, 0.655], [-3.416, -3.215, -0.522], [-3.411, -1.512, -1.032], [-3.346, -1.934, 0.707], [-1.320, -4.588, 0.322], [-1.126, -3.523, 1.732], [0.288, -3.918, 0.697], [-1.600, -3.699, -2.317], [0.112, -3.210, -2.279], [-1.147, -2.057, -2.822], [0.369, -3.671, -6.377], [0.495, -3.510, -7.771], [-0.613, -3.072, -8.498], [-1.838, -2.832, -7.846], [-1.970, -3.083, -6.467], [-0.867, -3.542, -5.741], [1.450, -3.869, -5.565], [2.253, -3.888, -6.115], [1.456, -3.705, -8.250], [-0.539, -2.909, -9.581], [-2.696, -2.457, -8.422], [-2.921, -2.923, -5.957], [-0.922, -3.764, -4.674], [-0.175, 3.805, 0.381], [1.167, 3.157, 0.205], [2.411, 3.986, 0.375], [1.275, 1.944, -0.070], [-0.103, 4.890, 0.475], [-0.656, 3.419, 1.287], [-0.811, 3.559, -0.476], [2.984, 3.617, 1.240], [3.044, 3.885, -0.519], [2.156, 5.038, 0.532]], "homo_ev": [-14.7, -17.4], "e_above_lowest_kcal_mol": 0.0, "spin_multiplicity": 6, "e_tot_ha": -2056.218981, "orbital_gap_ev": [7.091, 5.671], "max_force_ha_per_bohr": 0.07003, "s2": 8.78, "charge": 3}

=====

Record 5
{"formula": "C20H43O2P3Y", "method": "ωB97M-V/def2-TZVPD", "species": ["Y", "P", "P", "P", "H", "C", "C", "H", "C", "C", "C", "C", "C", "C", "C", "C", "C", "H", "H", "H", "H", "H", "H", "H", "H", "H", "H", "H", "H", "H", "H", "H", "H", "H", "H", "H", "H", "H", "H", "H", "H", "H", "H", "H", "H", "H", "C", "C", "C", "C", "C", "C", "O", "H", "H", "H", "H", "H", "H", "C", "C", "C", "O", "H", "H", "H", "H", "H", "H"], "positions_angstrom": [[2.800, -0.182, 1.321], [-1.918, -0.010, -2.637], [2.676, -2.411, -0.389], [-1.085, 2.723, 0.722], [5.481, -1.096, 1.144], [5.007, -0.334, 1.765], [4.262, -0.655, 2.921], [4.313, -1.581, 3.492], [-2.410, 0.172, -4.342], [-1.216, -1.618, -2.304], [-3.109, 0.575, -1.443], [4.189, -3.440, -0.232], [1.408, -3.735, -0.339], [2.704, -1.969, -2.163], [0.043, 3.758, 1.746], [-2.703, 3.252, 1.414], [-1.091, 3.824, -0.749], [5.466, 0.664, 1.687], [3.858, 0.188, 3.515], [-3.503, 0.100, -4.412], [-1.899, -0.588, -4.946], [-2.053, 1.162, -4.670], [-1.933, -2.414, -2.546], [-0.912, -1.758, -1.255], [-0.317, -1.780, -2.916], [-4.023, -0.035, -1.485], [-3.370, 1.619, -1.655], [-2.719, 0.563, -0.416], [3.927, -4.453, 0.110], [4.870, -3.028, 0.521], [4.720, -3.520, -1.190], [1.353, -4.262, -1.309], [0.418, -3.306, -0.105], [1.661, -4.462, 0.448], [2.226, -2.760, -2.774], [3.748, -1.830, -2.491], [2.158, -1.025, -2.315], [-0.429, 4.732, 1.935], [0.999, 3.901, 1.231], [0.243, 3.251, 2.699], [-2.779, 4.349, 1.387], [-2.801, 2.892, 2.448], [-3.503, 2.806, 0.810], [-1.195, 4.867, -0.432], [-1.906, 3.530, -1.419], [-0.157, 3.682, -1.305], [1.625, 2.170, -2.066], [2.531, 2.510, -3.124], [3.556, 3.417, -2.859], [3.921, 3.740, -1.541], [3.283, 3.067, -0.477], [2.152, 2.244, -0.712], [0.355, 2.034, -2.318], [-0.874, 0.965, -2.599], [2.274, 2.163, -4.123], [4.102, 3.860, -3.697], [4.711, 4.491, -1.392], [3.730, 3.164, 0.531], [1.393, 2.092, 0.080], [-0.734, -1.906, 2.442], [-0.143, -0.644, 2.947], [-0.785, 0.204, 3.978], [0.999, -0.278, 2.476], [-1.512, -2.287, 3.117], [0.051, -2.668, 2.328], [-1.203, -1.746, 1.447], [-0.011, 0.763, 4.530], [-1.494, 0.928, 3.534], [-1.364, -0.404, 4.694]], "homo_ev": [-16.3, -16.3], "e_above_lowest_kcal_mol": 80.4, "e_tot_ha": -1999.669469, "orbital_gap_ev": [6.790, 5.602], "max_force_ha_per_bohr": 0.07744, "charge": 3}

=====

Record 6
{"formula": "C20H43OP3SeY", "method": "ωB97M-V/def2-TZVPD", "species": ["Y", "P", "P", "P", "H", "C", "C", "H", "C", "C", "C", "C", "C", "C", "C", "C", "C", "H", "H", "H", "H", "H", "H", "H", "H", "H", "H", "H", "H", "H", "H", "H", "H", "H", "H", "H", "H", "H", "H", "H", "H", "H", "H", "H", "H", "H", "C", "C", "C", "C", "C", "C", "Se", "H", "H", "H", "H", "H", "H", "C", "C", "C", "O", "H", "H", "H", "H", "H", "H"], "positions_angstrom": [[-0.081, -0.313, 0.968], [0.258, 2.332, 2.309], [-2.678, 0.550, 0.545], [2.658, -0.181, 0.525], [-1.477, -3.244, -7.891], [-0.608, -3.865, -7.644], [-0.771, -5.144, -7.228], [-1.767, -5.587, -7.129], [0.401, 3.919, 1.431], [-1.107, 2.717, 3.486], [1.709, 2.434, 3.434], [-3.296, -0.577, -0.780], [-3.894, 0.316, 1.877], [-3.102, 2.198, -0.130], [2.940, -1.454, -0.783], [3.734, -0.732, 1.886], [3.551, 1.262, -0.151], [0.383, -3.494, -7.932], [0.078, -5.830, -7.155], [0.427, 4.740, 2.156], [-0.450, 4.059, 0.762], [1.316, 3.941, 0.836], [-0.798, 3.562, 4.121], [-1.318, 1.842, 4.121], [-2.022, 2.985, 2.930], [1.675, 3.398, 3.964], [2.642, 2.375, 2.850], [1.689, 1.618, 4.171], [-4.396, -0.614, -0.755], [-2.881, -1.582, -0.602], [-2.959, -0.237, -1.770], [-4.770, 0.959, 1.719], [-3.428, 0.575, 2.834], [-4.215, -0.731, 1.907], [-4.196, 2.283, -0.226], [-2.626, 2.330, -1.111], [-2.739, 2.987, 0.542], [4.010, -1.715, -0.825], [2.604, -1.082, -1.763], [2.350, -2.349, -0.532], [4.772, -0.805, 1.535], [3.402, -1.714, 2.239], [3.679, -0.022, 2.719], [4.635, 1.078, -0.139], [3.334, 2.148, 0.458], [3.219, 1.460, -1.177], [0.129, 0.308, -2.974], [-0.295, -1.036, -2.963], [-0.342, -1.781, -4.136], [0.027, -1.205, -5.359], [0.452, 0.132, -5.386], [0.503, 0.877, -4.212], [0.183, 1.360, -1.425], [-0.267, -1.914, -0.155], [-0.578, -1.490, -2.016], [-0.677, -2.818, -4.109], [-0.024, -1.799, -6.272], [0.747, 0.601, -6.327], [0.832, 1.917, -4.239], [1.199, -1.123, 5.049], [-0.064, -0.973, 4.288], [-1.327, -0.856, 5.049], [-0.059, -0.930, 3.012], [1.052, -0.779, 6.077], [2.033, -0.579, 4.574], [1.505, -2.181, 5.094], [-1.375, 0.123, 5.579], [-2.220, -1.020, 4.422], [-1.329, -1.632, 5.830]], "homo_ev": [-15.7, -15.7], "e_above_lowest_kcal_mol": 0.0, "e_tot_ha": -4325.906941, "orbital_gap_ev": [2.696, 2.671], "max_force_ha_per_bohr": 0.05127, "charge": 3}